[1]
68
Properties=species:S:1:pos:R:3:nbo_charge:R:1 method="wB97M-V/def2-TZVPD" multiplicity=2 orbital_gap_ev="6.834 / 7.042" charge=+1 e_lumo_ha="-0.1286 / -0.1192"
Ir -0.26 0.09 -0.26 0.740
C -3.07 2.60 1.52 -0.669
C -3.32 1.25 0.98 0.123
N -2.44 0.53 0.31 -0.473
C -2.96 -0.64 -0.14 0.293
C -4.25 -0.89 0.23 -0.431
S -4.88 0.45 1.14 0.493
C -1.38 -2.39 -0.08 0.294
C -1.84 -3.57 0.43 -0.426
S -0.62 -4.28 1.45 0.487
C 0.44 -2.92 1.13 0.125
N -0.14 -2.02 0.32 -0.527
C 1.79 -2.81 1.72 -0.670
H -2.32 3.11 0.91 0.251
H -2.68 2.56 2.54 0.255
H -3.99 3.18 1.53 0.244
H -4.84 -1.76 0.06 0.260
H -2.78 -4.07 0.29 0.257
H 1.96 -3.63 2.42 0.241
H 1.90 -1.87 2.26 0.251
H 2.57 -2.85 0.95 0.253
C 2.31 -1.10 -4.82 -0.208
C 3.14 -1.81 -3.96 -0.217
C 3.21 -1.45 -2.63 -0.162
C 2.46 -0.39 -2.14 -0.362
C 1.61 0.31 -3.00 -0.228
C 1.55 -0.04 -4.34 -0.194
P 2.57 -0.05 -0.36 0.895
C 4.37 -0.12 -0.06 -0.353
C 5.30 0.24 -1.04 -0.193
C 6.65 0.21 -0.73 -0.201
C 7.08 -0.18 0.52 -0.187
C 6.15 -0.54 1.49 -0.211
C 4.80 -0.51 1.20 -0.151
C 2.14 1.69 -0.10 -0.406
C 2.99 2.68 0.36 -0.142
C 2.50 3.96 0.48 -0.221
C 1.17 4.24 0.19 -0.197
C 0.30 3.23 -0.22 -0.232
C 0.76 1.92 -0.32 -0.252
H 2.26 -1.36 -5.87 0.223
H 3.74 -2.63 -4.34 0.223
H 3.87 -2.00 -1.96 0.210
H 1.02 1.14 -2.63 0.238
H 0.93 0.52 -5.01 0.220
H 4.97 0.57 -2.01 0.232
H 7.36 0.50 -1.48 0.227
H 8.13 -0.21 0.75 0.226
H 6.48 -0.85 2.47 0.222
H 4.07 -0.79 1.94 0.203
H 4.03 2.46 0.59 0.217
H 3.16 4.77 0.78 0.222
H 0.80 5.24 0.31 0.220
H -0.73 3.48 -0.44 0.204
C -1.19 -2.44 -2.93 -0.618
C -2.37 -1.71 -2.30 0.159
C -2.53 -0.34 -2.96 -0.621
C -3.65 -2.53 -2.43 -0.630
N -2.04 -1.42 -0.89 -0.527
H -1.34 -2.52 -4.00 0.232
H -1.07 -3.43 -2.52 0.215
H -0.26 -1.88 -2.75 0.229
H -2.70 -0.45 -4.03 0.230
H -1.62 0.25 -2.80 0.227
H -3.37 0.20 -2.53 0.212
H -3.78 -2.86 -3.46 0.236
H -4.52 -1.95 -2.15 0.213
H -3.61 -3.41 -1.79 0.204

***

[2]
63
Properties=species:S:1:pos:R:3:nbo_charge:R:1 method="wB97M-V/def2-TZVPD" orbital_gap_ev=7.517 charge=+1 e_lumo_ha=-0.1119
C 5.40 -3.24 -0.56 -0.632
C 3.97 -2.98 -0.94 -0.030
C 3.69 -2.04 -1.94 -0.225
C 2.37 -1.78 -2.34 -0.154
C 1.28 -2.42 -1.75 -0.038
C -0.06 -1.77 -2.05 -0.431
C -1.46 -2.30 -1.70 -0.042
C -2.55 -2.04 -2.53 -0.202
C -3.87 -2.28 -2.12 -0.210
C -4.14 -2.91 -0.90 -0.022
C -5.56 -3.25 -0.53 -0.633
C -3.03 -3.22 -0.10 -0.227
C -1.72 -2.86 -0.45 -0.171
C 1.56 -3.48 -0.86 -0.225
C 2.87 -3.65 -0.37 -0.197
H 5.48 -3.87 0.32 0.219
H 5.97 -3.69 -1.39 0.231
H 5.91 -2.30 -0.33 0.216
H 4.51 -1.47 -2.37 0.211
H 2.21 -0.98 -3.08 0.196
H -0.02 -1.37 -3.07 0.222
H -2.35 -1.62 -3.52 0.212
H -4.69 -2.00 -2.78 0.215
H -5.61 -3.93 0.33 0.223
H -6.10 -2.33 -0.26 0.218
H -6.11 -3.69 -1.37 0.229
H -3.22 -3.78 0.82 0.213
H -0.91 -3.02 0.27 0.203
H 0.79 -4.15 -0.49 0.221
H 3.07 -4.31 0.47 0.212
C 0.59 0.55 2.52 -0.419
N 0.81 1.74 1.73 -0.313
C -0.11 2.47 1.02 0.499
H -0.03 -0.87 -1.47 0.201
C -1.58 2.41 1.20 -0.097
C -2.27 3.32 2.05 -0.202
C -3.66 3.27 2.20 -0.191
C -4.40 2.30 1.52 -0.172
C -3.72 1.37 0.69 -0.201
C -2.32 1.41 0.55 -0.196
N 0.60 3.17 0.07 -0.304
C 0.13 3.75 -1.16 -0.415
C 1.97 3.13 0.41 0.103
C 2.10 2.22 1.44 0.165
C 3.21 2.22 2.29 -0.221
C 4.08 3.32 2.19 -0.185
C 3.95 4.24 1.14 -0.187
C 2.94 4.11 0.17 -0.209
H 1.27 0.58 3.37 0.226
H -0.45 0.45 2.83 0.245
H 0.85 -0.36 1.94 0.234
H -1.69 4.09 2.60 0.230
H -4.18 3.99 2.86 0.239
H -5.48 2.25 1.62 0.237
H -4.28 0.61 0.14 0.241
H -1.81 0.66 -0.07 0.232
H 0.71 4.65 -1.37 0.228
H 0.29 3.05 -2.01 0.229
H -0.94 3.99 -1.11 0.244
H 3.33 1.40 3.01 0.237
H 4.88 3.44 2.92 0.242
H 4.68 5.05 1.05 0.242
H 2.87 4.73 -0.72 0.236

***

[3]
68
Properties=species:S:1:pos:R:3:nbo_charge:R:1 method="wB97M-V/def2-TZVPD" orbital_gap_ev="4.819 / 4.804" charge=+3 e_lumo_ha="-0.4498 / -0.4502"
Pt 0.14 -0.62 -0.92 0.617
C 0.89 -4.81 -2.31 -0.695
C 0.36 -3.54 -1.74 0.261
N 1.04 -2.42 -1.74 -0.155
O 2.27 -2.29 -2.27 -0.479
C -0.95 -3.47 -1.14 0.166
C -1.87 -4.62 -1.01 -0.675
N -1.32 -2.27 -0.70 0.134
O -2.33 -2.00 -0.05 -0.228
H 1.98 -4.84 -2.35 0.245
H 0.50 -4.96 -3.31 0.293
H 0.58 -5.67 -1.71 0.280
H 2.59 -3.10 -2.71 0.507
H -1.35 -5.56 -0.82 0.268
H -2.45 -4.76 -1.93 0.284
H -2.59 -4.42 -0.21 0.275
C 0.14 2.37 0.54 -0.734
C -0.33 1.43 1.66 -0.745
P 0.43 -0.25 1.48 1.336
C -0.22 -1.21 2.86 -0.477
C -1.51 -1.01 3.34 -0.089
C -1.93 -1.69 4.47 -0.210
C -1.11 -2.63 5.08 -0.090
C 0.15 -2.88 4.56 -0.199
C 0.59 -2.20 3.43 -0.151
C 2.22 -0.02 1.71 -0.469
C 3.02 0.10 0.58 -0.199
C 4.39 0.24 0.71 -0.185
C 4.96 0.26 1.98 -0.127
C 4.16 0.13 3.11 -0.197
C 2.79 0.00 2.98 -0.110
P -0.24 1.73 -1.15 1.056
C -2.04 1.64 -1.34 -0.324
C -2.55 0.70 -2.25 -0.240
C -3.91 0.63 -2.49 -0.181
C -4.78 1.46 -1.79 -0.139
C -4.27 2.39 -0.88 -0.177
C -2.91 2.47 -0.64 -0.217
C 0.37 3.10 -2.17 -0.285
C 1.64 3.64 -1.89 -0.208
C 2.01 4.85 -2.44 -0.189
C 1.16 5.50 -3.33 -0.106
C -0.07 4.93 -3.66 -0.177
C -0.46 3.72 -3.11 -0.199
H 1.23 2.50 0.60 0.268
H -0.32 3.35 0.67 0.289
H -1.42 1.32 1.64 0.263
H -0.04 1.83 2.63 0.297
H -2.18 -0.32 2.85 0.219
H -2.91 -1.48 4.89 0.256
H -1.45 -3.16 5.95 0.258
H 0.80 -3.60 5.04 0.256
H 1.55 -2.43 3.00 0.237
H 2.56 0.05 -0.42 0.197
H 5.02 0.32 -0.16 0.247
H 6.03 0.35 2.09 0.256
H 4.61 0.13 4.09 0.256
H 2.17 -0.07 3.87 0.230
H -1.87 0.04 -2.78 0.200
H -4.31 -0.08 -3.20 0.246
H -5.85 1.38 -1.93 0.255
H -4.94 3.07 -0.37 0.253
H -2.53 3.21 0.05 0.226
H 2.33 3.11 -1.25 0.220
H 2.97 5.28 -2.19 0.253
H 1.47 6.42 -3.80 0.256
H -0.73 5.45 -4.33 0.254
H -1.41 3.29 -3.37 0.240

***

[4]
70
Properties=species:S:1:pos:R:3:nbo_charge:R:1 method="wB97M-V/def2-TZVPD" orbital_gap_ev=6.127 charge=+2 e_lumo_ha=-0.2667
W 0.34 0.18 0.14 0.903
C -4.86 4.05 -0.58 -0.619
C -4.16 2.90 -1.29 -0.212
N -3.76 1.87 -0.33 -0.548
C -2.69 1.08 -0.44 0.353
S -1.17 1.54 -1.27 0.319
N -2.76 -0.16 -0.05 -0.372
N -1.56 -0.84 -0.05 -0.315
C -1.61 -2.12 0.13 0.353
C -2.87 -2.89 0.32 -0.692
C -0.30 -2.80 0.16 0.152
C -0.18 -4.16 0.34 -0.188
C 1.08 -4.74 0.32 -0.089
C 2.19 -3.94 0.12 -0.220
C 2.01 -2.58 -0.01 0.121
N 0.81 -2.00 0.02 -0.524
H -5.17 4.80 -1.31 0.240
H -4.20 4.51 0.15 0.216
H -5.75 3.70 -0.07 0.226
H -3.26 3.24 -1.80 0.201
H -4.81 2.45 -2.04 0.215
H -4.52 1.42 0.17 0.423
H -3.72 -2.29 0.02 0.279
H -2.98 -3.13 1.38 0.269
H -2.85 -3.82 -0.24 0.252
H -1.06 -4.77 0.48 0.254
H 1.19 -5.81 0.45 0.257
H 3.19 -4.35 0.08 0.260
H 2.86 -1.92 -0.13 0.227
S -0.05 0.58 2.18 -0.032
Sb 2.97 0.99 0.85 1.394
C 3.63 1.75 2.68 -0.406
C 4.99 1.61 2.99 -0.217
C 5.45 2.04 4.22 -0.188
C 4.58 2.60 5.14 -0.166
C 3.23 2.72 4.84 -0.210
C 2.75 2.30 3.61 -0.165
C 0.89 3.29 -0.50 -0.234
C 0.56 3.85 0.86 -0.120
C -0.45 4.70 1.04 -0.228
C -1.26 5.12 -0.09 -0.135
C -1.21 4.47 -1.26 -0.261
C -0.32 3.30 -1.42 -0.188
C 4.58 0.96 -0.50 -0.390
C 4.66 0.01 -1.52 -0.144
C 5.71 0.07 -2.42 -0.214
C 6.67 1.07 -2.31 -0.168
C 6.58 2.02 -1.30 -0.191
C 5.54 1.97 -0.39 -0.223
H 5.68 1.18 2.28 0.229
H 6.50 1.94 4.46 0.238
H 4.95 2.93 6.10 0.238
H 2.55 3.15 5.57 0.234
H 1.69 2.38 3.40 0.207
H 1.24 3.61 1.66 0.220
H -0.64 5.14 2.01 0.241
H -1.89 5.99 0.02 0.242
H -1.77 4.82 -2.12 0.239
H -0.02 3.15 -2.46 0.263
H 3.91 -0.75 -1.63 0.194
H 5.78 -0.66 -3.21 0.233
H 7.49 1.11 -3.01 0.238
H 7.33 2.80 -1.22 0.237
H 5.47 2.72 0.39 0.226
C 1.96 4.18 -1.17 -0.586
C 1.43 1.89 -0.34 -0.070
O 1.48 1.01 -1.39 -0.780
H 1.57 5.17 -1.37 0.238
H 2.30 3.73 -2.10 0.232
H 2.82 4.28 -0.50 0.231